C16H31Cl12N | ωB97M-V/def2-TZVPD

Each line ends with the natural charge from an NBO analysis.
Cartesian coordinates (Å):
Cl1 4.238 -16.478 -2.859  -0.060
Cl2 18.507 -8.097 -5.356  -0.077
Cl3 13.900 -22.870 -3.614  -0.064
Cl4 13.144 -4.565 5.683  -0.043
Cl5 6.573 -9.231 -0.241  -0.080
Cl6 11.537 -6.499 7.593  -0.046
Cl7 8.558 -12.675 10.405  -0.083
Cl8 5.436 -10.888 8.088  -0.062
Cl9 15.762 -21.271 -1.552  -0.035
Cl10 5.265 -15.520 0.252  -0.051
Cl11 3.758 -7.445 0.615  -0.041
Cl12 18.153 -10.724 -3.712  -0.052
N1 11.746 -13.754 1.778  -0.345
C1 12.921 -15.153 -0.156  -0.499
C2 12.785 -15.900 -2.649  -0.605
C3 6.920 -12.190 9.832  -0.381
C4 12.250 -14.972 -1.535  -0.379
C5 14.505 -22.376 -1.029  -0.410
C6 12.249 -14.389 0.957  0.293
C7 3.666 -15.415 -0.480  -0.400
C8 19.509 -8.461 -3.855  -0.362
C9 14.343 -23.534 -2.004  -0.383
C10 3.722 -15.060 -1.907  -0.388
C11 12.859 -7.072 6.583  -0.403
C12 6.920 -11.863 8.327  -0.383
C13 5.707 -9.086 1.343  -0.369
C14 12.912 -6.268 5.357  -0.404
C15 18.699 -9.312 -2.787  -0.393
C16 4.171 -9.042 1.181  -0.412
H1 6.987 -12.726 7.664  0.227
H2 13.579 -21.801 -1.003  0.221
H3 12.385 -13.936 -1.846  0.207
H4 4.429 -14.255 -2.105  0.228
H5 13.812 -6.565 4.819  0.221
H6 3.195 -16.388 -0.341  0.229
H7 6.804 -11.332 10.493  0.227
H8 12.777 -16.181 0.177  0.238
H9 12.770 -8.144 6.408  0.229
H10 19.347 -9.520 -1.935  0.223
H11 3.793 -9.753 0.446  0.226
H12 17.767 -8.847 -2.464  0.224
H13 13.659 -24.311 -1.664  0.225
H14 3.622 -9.268 2.095  0.225
H15 5.967 -10.017 1.847  0.218
H16 13.868 -15.785 -2.656  0.207
H17 12.336 -15.535 -3.573  0.218
H18 6.181 -12.890 10.220  0.227
H19 14.674 -22.732 -0.012  0.224
H20 20.479 -8.911 -4.065  0.220
H21 12.044 -6.346 4.703  0.226
H22 7.762 -11.230 8.046  0.227
H23 12.402 -16.913 -2.526  0.210
H24 13.996 -14.975 -0.107  0.244
H25 13.799 -6.996 7.130  0.220
H26 11.190 -15.198 -1.425  0.210
H27 3.128 -14.629 0.050  0.220
H28 15.242 -24.125 -2.179  0.222
H29 6.208 -8.258 1.844  0.233
H30 2.747 -14.684 -2.217  0.223
H31 19.713 -7.457 -3.485  0.217

**Electronic energy**: -6205.2538 hartree
**SMILES**: CCCC#N.ClCCCl.ClCCCl.ClCCCl.ClCCCl.ClCCCl.ClCCCl
**Energy relative to the best compared isomer or geometry (same formula, charge and spin)**: 56.3 kcal per mole
**M**: 662.9 g/mol
**HOMO level**: -0.3904 Ha
**LUMO energy**: 0.312 eV

C28H29N2S3 | ωB97M-V/def2-TZVPD

Each line ends with the natural charge from an NBO analysis.
Cartesian coordinates (Å):
S1 0.974 2.743 0.174  0.415
S2 -2.305 2.363 1.202  0.406
S3 -3.313 0.322 -0.644  0.371
N1 -0.461 0.439 -0.181  -0.511
N2 1.920 0.365 0.083  -0.414
C1 -0.902 4.481 -2.371  -0.208
C2 -0.553 -0.978 -0.052  -0.084
C3 -2.201 1.607 -0.327  -0.125
C4 -2.423 -2.838 2.677  -0.201
C5 3.697 3.483 0.299  -0.173
C6 -2.130 -2.201 1.469  -0.234
C7 0.707 -1.690 -0.623  -0.215
C8 -1.771 1.847 -2.764  -0.170
C9 2.698 2.516 0.242  -0.253
C10 -4.387 0.511 0.836  -0.521
C11 -3.687 1.354 1.886  -0.536
C12 1.982 -1.111 -0.014  -0.217
C13 0.690 -3.213 -0.473  -0.222
C14 -1.166 2.557 -3.808  -0.192
C15 0.713 1.021 -0.013  0.335
C16 5.045 3.074 0.319  -0.217
C17 4.375 0.738 0.169  -0.262
C18 1.986 -3.833 -1.012  -0.609
C19 3.045 1.170 0.191  0.217
C20 -0.516 -3.871 -1.159  -0.608
C21 -1.529 3.798 -1.325  -0.175
C22 -0.684 3.856 -3.602  -0.172
C23 5.369 1.731 0.245  -0.180
C24 -1.537 -2.765 3.756  -0.211
C25 -0.364 -2.022 3.617  -0.208
C26 -0.071 -1.332 2.434  -0.178
C27 -1.795 2.413 -1.473  -0.169
C28 -0.935 -1.486 1.344  -0.055
H1 -1.757 -3.300 4.688  0.232
H2 -2.238 0.880 -2.954  0.228
H3 6.410 1.418 0.241  0.231
H4 -1.463 -3.639 -0.654  0.210
H5 0.830 -0.730 2.347  0.206
H6 -0.579 5.516 -2.214  0.232
H7 0.343 -1.971 4.446  0.224
H8 -2.797 -2.298 0.615  0.215
H9 -0.381 -4.961 -1.124  0.225
H10 3.418 4.525 0.325  0.227
H11 0.712 -1.441 -1.702  0.217
H12 -0.581 -3.560 -2.215  0.206
H13 2.170 -3.527 -2.057  0.207
H14 2.193 -1.544 0.980  0.216
H15 -3.353 -3.397 2.762  0.223
H16 2.822 -1.349 -0.682  0.230
H17 -1.857 4.342 -0.435  0.239
H18 -4.575 -0.512 1.185  0.252
H19 0.633 -3.440 0.609  0.211
H20 2.859 -3.560 -0.402  0.207
H21 1.901 -4.926 -0.984  0.227
H22 -3.209 0.695 2.638  0.247
H23 -1.067 2.086 -4.791  0.231
H24 -4.399 2.026 2.395  0.259
H25 -1.414 -1.218 -0.717  0.231
H26 -0.176 4.390 -4.403  0.233
H27 4.614 -0.319 0.081  0.231
H28 -5.360 0.943 0.530  0.245
H29 5.833 3.825 0.391  0.234

**Electronic energy**: -2388.2233 hartree
**Total charge**: +1
**M**: 489.8 g/mol
**HOMO level**: -0.3998 Ha
**LUMO energy**: -3.535 eV

C8H9N5OSbSe4Ti | ωB97M-V/def2-TZVPD

Each line ends with the Löwdin charge.
Cartesian coordinates (Å):
Sb1 -0.193 -0.169 -3.147  -0.053
Se1 2.083 -0.013 -1.642  0.017
Se2 -0.351 1.758 -4.539  -0.210
Se3 -0.301 -2.382 -4.072  -0.215
Se4 -2.375 0.155 -0.813  0.055
Ti1 -0.027 -0.128 -0.429  -0.317
O1 -0.074 3.174 -0.619  0.112
N1 1.104 -5.434 -1.168  0.129
N2 0.859 -3.170 -0.606  0.095
N3 -0.159 -2.359 -0.458  -0.116
N4 0.331 -4.329 -0.853  -0.288
N5 -0.984 -4.362 -0.867  0.144
C1 1.783 -0.825 2.034  -0.108
C2 -1.273 -3.101 -0.611  -0.246
C3 -0.379 0.209 2.327  -0.143
C4 -0.081 -2.131 2.814  -0.095
C5 -0.906 -1.020 2.718  -0.091
C6 -0.062 2.047 -0.547  -0.282
C7 1.260 -2.035 2.465  -0.102
C8 0.973 0.311 1.999  -0.168
H1 1.156 -6.032 -0.350  0.089
H2 2.815 -0.754 1.721  0.107
H3 -1.022 1.077 2.275  0.106
H4 -1.962 -1.100 2.934  0.111
H5 1.401 1.266 1.721  0.106
H6 1.894 -2.912 2.497  0.103
H7 -2.263 -2.682 -0.565  0.059
H8 2.024 -5.077 -1.398  0.098
H9 -0.494 -3.082 3.125  0.104

**Electronic energy**: -11354.8112 hartree
**Total charge**: -1
**Energy relative to the best compared isomer or geometry (same formula, charge and spin)**: 10.0 kcal per mole
**2S+1**: 3
**M**: 676.7 g/mol
**HOMO level (spin up / spin down)**: -0.1272 / -0.1535 Ha
**LUMO energy (spin up / spin down)**: 2.163 / 1.588 eV

C4H4O2 | ωB97M-V/def2-TZVPD

Each line ends with the natural charge from an NBO analysis.
Cartesian coordinates (Å):
O1 1.056 0.973 0.412  -0.454
O2 2.141 -1.013 -0.454  -0.595
C1 -0.247 -0.810 0.317  -0.275
C2 1.120 -0.364 -0.308  0.498
C3 -0.975 0.099 -0.471  -0.086
C4 -0.276 0.882 0.529  0.124
H1 -0.801 1.608 1.141  0.236
H2 0.560 0.145 -1.365  0.069
H3 -0.541 -1.666 0.913  0.249
H4 -2.037 0.145 -0.712  0.235

**Electronic energy**: -305.0535 hartree
**Energy relative to the best compared isomer or geometry (same formula, charge and spin)**: 141.8 kcal per mole
**M**: 84.1 g/mol
**HOMO level (spin up / spin down)**: -0.3236 / -0.3237 Ha
**LUMO energy (spin up / spin down)**: -1.248 / -1.248 eV

C4H7NO3 | ωB97M-V/def2-TZVPD

Each line ends with the natural charge from an NBO analysis.
Cartesian coordinates (Å):
O1 2.836 0.805 -0.078  -0.524
O2 -2.103 -0.851 -0.901  -0.591
O3 -1.971 1.366 -0.199  -0.682
N1 0.229 -1.398 1.235  -0.809
C1 2.126 -0.029 0.549  0.423
C2 0.056 0.167 -0.756  -0.516
C3 0.659 -0.201 0.635  -0.165
C4 -1.488 0.170 -0.650  0.792
H1 -2.908 1.333 -0.193  0.496
H2 0.302 0.650 1.228  0.235
H3 0.477 -0.509 -1.539  0.241
H4 2.662 -0.654 1.241  0.128
H5 -0.112 -2.146 0.545  0.370
H6 -0.581 -1.296 1.679  0.359
H7 0.346 1.206 -0.847  0.245

**Electronic energy**: -437.0670 hartree
**SMILES**: N[C@@H](C=O)CC(=O)O
**Energy relative to the best compared isomer or geometry (same formula, charge and spin)**: 47.9 kcal per mole
**M**: 117.1 g/mol
**HOMO level**: -0.3626 Ha
**LUMO energy**: 0.334 eV

C3H4N2O | ωB97M-V/def2-TZVPD

Each line ends with the natural charge from an NBO analysis.
Cartesian coordinates (Å):
O1 0.976 1.429 -0.076  -0.700
N1 -0.800 0.264 0.974  -0.329
N2 -1.442 -0.563 0.169  -0.179
C1 0.751 -0.702 -0.245  -0.191
C2 -0.508 -1.085 -0.647  -0.116
C3 0.573 0.282 0.731  0.201
H1 1.931 1.482 -0.061  0.473
H2 -1.316 0.587 1.784  0.412
H3 -0.794 -1.659 -1.514  0.214
H4 1.721 -0.882 -0.687  0.214

**Electronic energy**: -301.3366 hartree
**SMILES**: Oc1ccn[nH]1
**Energy relative to the best compared isomer or geometry (same formula, charge and spin)**: 94.5 kcal per mole
**M**: 84.1 g/mol
**HOMO level (spin up / spin down)**: -0.3091 / -0.3090 Ha
**LUMO energy (spin up / spin down)**: -0.222 / -0.222 eV